ORCA calculation (ωB97M-V/def2-TZVPD) on C23H32ClN5O3S in the gas phase in a non-equilibrium geometry.

The calculation puts the HOMO-LUMO gap at 8.57 eV. The net charge is 0. For the HOMO energy, the calculation gives -7.96 eV. Its total energy is -61321.413 eV.

Element x y z (Å)
Cl1 -0.197 -4.746 -0.961
C1 2.408 -2.404 -0.449
H1 -4.676 -0.172 -2.121
H2 -2.867 -3.131 2.717
C2 3.462 -1.386 -0.242
H3 1.261 1.548 2.495
O1 -2.879 2.609 1.219
N1 4.712 -1.689 0.165
H4 -3.570 0.185 1.545
H5 -0.385 1.917 -0.782
H6 -4.964 2.067 -1.526
N2 -2.953 2.022 -0.946
H7 5.205 -3.622 -0.443
O2 1.000 0.188 -1.265
C3 -2.989 -1.822 1.046
H8 4.830 2.346 0.856
H9 4.683 -3.471 1.248
C4 5.214 1.835 -0.026
H10 -4.957 -0.514 -0.412
C5 -1.281 -3.638 -0.186
H11 -1.000 1.189 2.097
H12 1.507 0.087 1.522
C6 4.734 0.433 -0.043
C7 -2.115 0.020 -2.065
C8 -4.316 1.543 -0.818
C9 1.455 3.255 0.467
H13 -1.382 -2.383 -1.895
C10 -0.415 1.056 1.185
H14 1.510 -1.914 -0.812
C11 -0.058 3.463 0.652
S1 2.112 1.029 -0.882
C12 5.245 -2.989 0.445
C13 -2.279 2.304 0.203
N3 5.482 -0.602 0.286
H15 -3.608 -0.954 2.887
H16 -3.089 1.756 -2.970
C14 -1.717 -2.529 -0.882
C15 -2.586 -1.605 -0.288
H17 -0.303 3.656 1.697
N4 1.840 1.859 0.549
C16 -2.552 -2.965 1.696
N5 -2.953 -0.476 -0.996
H18 -4.880 -0.997 1.681
H19 2.017 3.810 1.226
H20 -0.391 4.318 0.063
C17 -4.306 0.016 -1.101
C18 -0.766 2.186 0.200
H21 6.280 -2.859 0.752
H22 2.181 -2.925 0.481
H23 -1.069 -0.163 -1.814
H24 2.727 -3.148 -1.179
O3 2.559 1.983 -1.857
H25 1.779 3.593 -0.519
H26 -1.371 -4.761 1.640
H27 -0.678 0.097 0.740
H28 4.841 2.354 -0.905
H29 -1.447 2.072 -2.417
C19 1.088 1.095 1.515
C20 3.439 -0.007 -0.390
H30 6.300 1.855 -0.004
C21 -2.366 1.541 -2.176
H31 -2.341 -0.462 -3.030
C22 -1.704 -3.886 1.106
C23 -3.811 -0.836 1.825
H32 -4.650 1.767 0.196

Atom charges from the Mulliken analysis, given in e for atoms 1 to 8:
1 Cl -0.22
2 C -1.23
3 H 0.37
4 H 0.42
5 C -0.31
6 H 0.28
7 O -0.69
8 N 0.89

ORCA calculation (ωB97M-V/def2-TZVPD) on a molecular structure, C23H32CuN12O2S2.

The calculation puts the HOMO-LUMO gap at 8.03 eV. The net charge is +1. For the HOMO energy, the calculation gives -10.46 eV. Its total energy is -112653.307 eV.

Element x y z (Å)
H1 0.201 4.060 5.590
H2 -1.581 -0.125 -4.700
H3 2.413 -1.184 -4.175
O1 -1.943 4.714 3.466
C1 5.568 -2.111 0.793
H4 -1.620 -2.473 -1.943
C2 -0.284 -3.130 -4.076
H5 -5.291 -2.747 1.946
C3 -5.132 -1.835 2.522
C4 -0.851 -0.933 -4.785
H6 0.673 -3.071 -1.633
C5 -1.495 -1.451 2.635
H7 -3.039 4.531 1.265
N1 -2.679 -1.586 1.962
H8 -2.062 -0.829 -2.465
C6 -0.761 2.064 1.312
H9 -3.605 3.314 -0.874
C7 3.166 -2.016 0.519
H10 6.659 -0.292 0.442
S1 4.376 1.609 -0.283
H11 -1.279 -1.380 4.710
H12 -5.482 -0.988 1.929
N2 0.102 3.762 3.516
N3 -0.017 -1.134 -2.087
N4 -1.888 -1.456 3.912
C8 -1.119 3.962 2.980
H13 0.817 3.236 3.040
H14 -5.720 -1.888 3.434
C9 0.969 -2.237 -2.272
H15 0.037 1.626 1.901
C10 5.691 -0.773 0.464
C11 3.272 -0.669 0.185
H16 -3.453 -0.990 0.250
N5 -1.056 1.403 0.187
N6 0.465 -0.437 -4.378
H17 -0.588 -3.976 -3.457
H18 1.486 -1.858 -5.528
H19 -0.238 -3.457 -5.115
C12 0.552 4.523 4.663
N7 -1.285 -2.063 -3.957
Cu1 0.024 -0.495 -0.048
H20 6.453 -2.685 1.033
S2 0.087 -1.335 2.073
C13 -3.706 -1.677 2.888
N8 -3.235 -1.596 4.086
N9 -2.779 -1.670 0.583
C14 4.534 -0.068 0.163
C15 1.429 -1.537 -4.487
C16 -2.801 2.985 -0.232
N10 1.848 2.422 -0.714
H21 0.891 2.208 -0.945
C17 -1.438 3.201 1.720
H22 4.241 -3.771 1.084
C18 2.653 1.371 -0.408
H23 1.375 0.327 -2.663
C19 -2.490 3.658 0.936
H24 -0.806 -1.253 -5.826
C20 0.396 -0.025 -2.988
H25 -3.078 -2.603 0.321
C21 -1.327 -1.632 -2.571
H26 -0.331 0.786 -2.888
H27 2.252 3.238 -1.138
H28 1.946 -1.875 -1.953
O2 1.958 4.498 4.573
N11 2.210 0.175 -0.159
C22 -2.053 1.868 -0.569
C23 4.315 -2.724 0.821
H29 2.335 4.811 5.401
N12 1.042 -2.678 -3.654
H30 2.193 -2.490 0.548
H31 -2.261 1.318 -1.480
H32 0.143 5.533 4.595

Atom charges from the Mulliken analysis, given in e for atoms 1 to 8:
1 H 0.30
2 H 0.34
3 H 0.35
4 O -0.65
5 C -0.56
6 H 0.20
7 C -0.66
8 H 0.31

ORCA calculation (ωB97M-V/def2-TZVPD) on a molecular structure, C23H32IN2O3P2Ru in a non-equilibrium geometry.

As for the expectation value of S²: 6.07. The calculation puts the HOMO-LUMO gap (alpha / beta) at 4.44 / 3.31 eV. The net charge is +3. For the HOMO energy (alpha / beta), the calculation gives -16.34 / -16.21 eV. Its total energy is -62718.081 eV. As for the spin multiplicity: 5.

Element x y z (Å)
C1 -5.564 1.933 2.424
H1 -7.785 -1.973 -0.840
H2 1.834 1.079 -0.275
H3 -1.437 3.591 0.861
H4 -6.404 1.482 -2.906
C2 0.017 0.800 2.604
C3 -0.362 3.569 0.652
H5 1.031 3.848 -1.920
H6 -0.912 -3.908 -0.444
C4 -5.732 1.312 -0.849
C5 1.270 2.890 -1.434
H7 -2.168 -2.753 0.140
N1 -2.655 0.388 1.291
P1 -0.186 2.178 -0.519
H8 -2.467 2.602 -1.455
C6 -5.409 3.241 4.435
C7 -3.258 -0.699 1.984
H9 -0.820 -2.382 2.708
H10 -5.042 2.164 -0.849
H11 0.430 -3.576 2.172
H12 -1.396 1.586 -2.493
H13 -7.282 3.987 5.214
N2 -4.502 -0.240 2.278
C8 -3.525 1.421 1.070
O1 -3.171 2.566 0.648
H14 0.209 3.363 1.569
C9 0.151 -2.511 2.207
H15 -5.045 -0.940 2.781
H16 -7.730 -0.619 -2.793
H17 2.634 0.000 -1.387
H18 -7.622 1.614 1.661
H19 -1.271 -2.448 -1.413
H20 0.935 -1.970 2.755
H21 1.555 2.163 -2.208
H22 -1.159 3.367 -2.415
C10 -6.486 0.934 -1.971
C11 -7.275 -1.017 -0.758
H23 2.424 -2.534 0.440
C12 -4.898 0.938 1.518
C13 1.521 -2.782 -0.133
C14 -1.209 -2.847 -0.390
C15 -7.243 -0.231 -1.907
Ru1 -0.743 0.437 1.017
C16 -4.787 2.501 3.439
H24 1.356 -3.867 -0.069
H25 -8.644 2.931 3.412
H26 -4.807 3.708 5.193
H27 1.943 -0.637 0.104
C17 -6.790 3.399 4.448
O2 -2.830 -1.829 2.228
P2 0.043 -1.831 0.500
H28 -3.704 2.361 3.478
C18 -5.762 0.519 0.305
I1 2.012 -0.444 -3.062
C19 1.694 0.066 -0.723
H29 -6.425 -1.299 1.269
C20 -7.561 2.818 3.445
C21 -6.967 2.081 2.418
H30 1.710 -2.517 -1.184
C22 -6.532 -0.650 0.383
H31 2.138 3.050 -0.780
C23 -1.442 2.469 -1.841
O3 0.638 1.091 3.574
H32 -0.036 4.518 0.200

Atom charges from the Mulliken analysis, given in e for atoms 1 to 8:
1 C -0.10
2 H 0.44
3 H 0.96
4 H 0.22
5 H 0.49
6 C 0.13
7 C -1.24
8 H 0.52

ORCA calculation (ωB97M-V/def2-TZVPD) on a molecular structure, C23H32KN4O5Si.

The calculation puts the HOMO-LUMO gap at 4.43 eV. The net charge is -1. For the HOMO energy, the calculation gives -2.58 eV. Its total energy is -64774.816 eV.

Element x y z (Å)
H1 -5.193 -0.768 -4.235
C1 -3.636 -0.107 -2.933
H2 -0.465 4.690 1.904
H3 -6.844 0.041 -2.708
O1 -4.339 4.147 1.963
C2 -1.294 -0.271 -3.373
H4 -2.587 4.616 2.994
C3 -1.283 -1.842 3.008
H5 5.363 1.248 -4.891
H6 -1.410 -4.597 2.983
C4 1.159 -2.072 3.397
C5 2.277 -0.364 2.010
C6 -2.106 3.439 1.274
H7 6.543 0.059 -4.311
C7 5.473 0.281 -4.389
O2 1.098 -2.649 4.471
H8 5.748 1.482 -0.668
H9 6.936 1.116 -1.931
H10 4.860 -2.259 -2.543
H11 -4.259 4.837 1.296
H12 5.021 -0.469 -5.048
C8 -5.048 -0.565 -3.167
C9 -0.360 -4.711 2.709
H13 -1.310 0.291 2.598
H14 -2.057 -2.078 2.275
H15 1.021 3.917 0.084
H16 -3.484 2.078 0.373
H17 2.964 -1.230 3.747
C10 -0.831 3.972 1.180
H18 -0.460 -0.700 -3.918
H19 -3.161 2.948 3.063
H20 -4.123 1.326 -1.429
H21 5.821 2.480 -2.114
C11 0.003 3.552 0.152
C12 -2.591 -0.673 -3.647
C13 -2.505 2.525 0.305
C14 -1.611 2.181 -0.702
C15 -1.394 -0.391 3.446
H22 1.123 -3.813 1.439
C16 -3.033 3.808 2.403
C17 -3.328 0.849 -1.978
H23 0.222 -4.748 3.629
O3 3.221 0.407 2.005
C18 5.334 -1.419 -2.024
H24 -1.415 -2.503 3.866
Si1 4.630 0.288 -2.641
H25 -5.200 -1.505 -2.623
H26 -0.612 -0.130 4.164
N1 1.282 -0.335 1.090
C19 -1.991 1.177 -1.764
N2 2.237 -1.323 3.051
C20 5.908 1.451 -1.750
N3 -0.989 0.633 -2.451
H27 -0.519 -3.581 0.881
H28 -2.763 -1.417 -4.415
K1 1.540 0.699 -1.216
C21 0.103 -3.605 1.778
H29 -0.268 -5.675 2.203
O4 -0.632 -1.216 0.308
O5 -5.961 0.422 -2.714
H30 -2.353 -0.206 3.935
C22 0.258 -1.199 1.167
H31 5.161 -1.569 -0.954
N4 -0.374 2.677 -0.769
H32 6.414 -1.479 -2.200
C23 0.070 -2.168 2.351

Atom charges from the Mulliken analysis, given in e for atoms 1 to 8:
1 H 0.31
2 C 0.45
3 H 0.39
4 H 0.30
5 O -0.53
6 C -0.59
7 H 0.37
8 C -1.13

ORCA calculation (ωB97M-V/def2-TZVPD) on C23H32N4O4 in the gas phase.

The calculation puts the HOMO-LUMO gap at 8.29 eV. The net charge is 0. For the HOMO energy, the calculation gives -7.72 eV. Its total energy is -38520.569 eV.

Element x y z (Å)
C1 -2.607 -3.220 -1.668
H1 -3.491 -3.243 -1.030
H2 1.051 -1.882 -1.237
H3 -2.915 -3.409 -2.703
H4 0.737 1.883 0.825
H5 0.280 6.913 -1.903
H6 1.960 -3.329 3.287
C2 2.503 -1.310 3.709
O1 1.623 4.805 -0.943
H7 2.460 6.609 -0.685
C3 -1.120 2.511 -0.089
C4 0.896 0.359 3.112
C5 0.380 2.692 0.179
C6 -3.291 -1.162 0.525
H8 -1.510 -2.737 2.325
C7 0.068 -0.622 2.597
C8 0.444 -1.960 2.634
H9 0.574 1.390 3.108
C9 1.664 -2.291 3.211
H10 -0.265 -3.971 2.636
H11 1.598 -3.850 1.036
C10 1.635 3.696 -1.713
N1 -2.054 -1.888 -1.606
H12 -0.942 2.018 -2.718
H13 1.630 7.599 -2.820
N2 -1.329 1.279 -0.818
C11 -0.478 -3.025 2.106
C12 2.123 0.020 3.659
C13 -1.318 -4.279 0.265
C14 -1.623 -4.308 -1.234
O2 -3.158 1.037 1.797
H14 -2.257 -4.108 0.796
C15 -2.918 0.251 0.904
H15 3.450 -1.586 4.149
O3 -4.032 -2.029 0.938
H16 -0.705 -4.216 -1.818
C16 -0.601 1.207 -2.062
H17 1.613 -1.424 0.375
H18 1.279 0.562 -1.189
C17 1.193 6.678 -2.446
C18 0.900 1.392 -1.794
O4 2.100 3.644 -2.828
H19 -0.892 -0.356 2.184
H20 2.636 -2.419 -0.669
C19 -2.055 0.285 -0.289
H21 0.974 -4.256 -0.558
H22 0.951 6.036 -3.289
H23 -1.195 -1.747 -2.118
C20 1.611 -2.218 -0.367
C21 2.187 5.976 -1.532
H24 -1.680 2.477 0.845
H25 -0.795 0.257 -2.557
N3 1.106 2.625 -1.070
C22 -2.371 -1.041 -0.614
N4 -0.391 -3.225 0.657
H26 0.571 3.651 0.658
H27 -2.071 -5.275 -1.470
H28 2.770 0.786 4.059
H29 3.083 5.696 -2.094
H30 1.457 1.452 -2.731
H31 -0.938 -5.270 0.571
H32 -1.482 3.351 -0.695
C23 0.976 -3.479 0.212

Atom charges from the Mulliken analysis, given in e for atoms 1 to 8:
1 C -0.95
2 H 0.47
3 H 0.15
4 H 0.39
5 H 0.28
6 H 0.29
7 H 0.42
8 C -0.78

ORCA calculation (ωB97M-V/def2-TZVPD) on a molecular structure, C23H32N6NaO4S2Te.

The calculation puts the HOMO-LUMO gap at 6.21 eV. The net charge is -1. For the HOMO energy, the calculation gives -4.15 eV. Its total energy is -74885.647 eV.

Element x y z (Å)
C1 0.281 -1.896 -4.600
H1 -1.050 -4.423 -2.826
N1 -2.662 1.826 -0.454
N2 0.886 0.815 4.072
H2 3.276 2.021 -1.766
C2 -0.604 -2.434 -3.703
H3 -5.407 3.196 0.617
C3 -3.642 0.987 2.650
H4 -1.355 -1.836 -3.198
H5 -5.271 2.351 2.879
H6 -2.475 0.292 -3.438
C4 2.715 -0.449 5.682
O1 2.900 1.620 0.103
H7 3.129 -0.272 -4.366
H8 -3.273 0.262 1.912
H9 -1.072 1.208 -1.595
C5 -4.847 1.402 -1.288
N3 3.567 1.559 -2.630
C6 0.407 -0.134 4.950
H10 -4.969 0.394 -3.181
H11 1.948 -2.350 -2.177
C7 3.764 0.232 -2.522
O2 0.802 2.364 0.084
H12 3.917 -1.756 0.056
H13 3.645 -1.535 -3.452
H14 -1.968 1.442 3.560
C8 1.381 -0.751 5.768
H15 -0.135 -0.186 1.969
C9 -4.316 0.798 -2.417
H16 0.205 -1.045 -1.253
O3 -2.619 1.912 2.989
H17 -3.941 0.420 3.535
C10 1.218 -0.706 -1.030
H18 2.421 1.848 3.209
H19 3.146 1.897 -3.481
H20 1.849 -2.684 -0.470
H21 1.410 0.028 -1.814
H22 -0.467 -1.158 0.679
S1 1.327 -3.137 -5.185
C11 -2.156 1.249 -1.545
N4 -0.121 -0.246 0.950
S2 -1.246 -0.521 4.978
H23 1.016 -1.490 6.467
C12 -3.988 1.925 -0.327
H24 1.992 -0.501 0.987
N5 4.015 -0.261 -1.318
N6 3.748 -0.545 -3.603
H25 0.911 -5.384 -4.275
C13 -4.838 1.733 2.088
C14 2.202 1.108 3.965
H26 3.428 -0.949 6.325
H27 -5.598 0.999 1.800
C15 1.646 1.453 0.192
Na1 -1.005 1.991 1.321
C16 3.145 0.502 4.751
C17 2.137 -1.915 -1.187
C18 1.209 -0.039 0.371
O4 0.051 1.435 3.279
C19 -2.938 0.728 -2.562
H28 4.185 0.767 4.632
H29 -5.919 1.484 -1.154
C20 0.584 -4.357 -4.231
C21 3.640 -1.632 -0.990
H30 -3.758 3.368 1.207
C22 -0.433 -3.833 -3.491
H31 3.755 0.410 -0.567
Te1 0.469 0.091 -5.273
C23 -4.508 2.641 0.897
H32 4.252 -2.336 -1.559

Atom charges from the Mulliken analysis, given in e for atoms 1 to 8:
1 C -0.08
2 H 0.37
3 N -0.11
4 N 0.13
5 H 0.31
6 C -0.25
7 H 0.44
8 C -0.15

ORCA calculation (ωB97M-V/def2-TZVPD) on 2 unconnected molecules or ions with the total composition C23H33Cl2F7N2O7PS in a non-equilibrium geometry.

The calculation puts the HOMO-LUMO gap at 6.37 eV. The net charge is +1. For the HOMO energy, the calculation gives -12.71 eV. Its total energy is -105874.682 eV.

Element x y z (Å)
S1 -1.632 -0.372 2.764
Cl1 -3.103 3.951 2.551
H1 6.268 -3.929 -0.376
C1 -3.295 0.230 3.320
H2 -6.135 -1.327 0.961
H3 6.751 -5.987 0.967
C2 -2.215 0.096 -0.893
C3 4.880 -0.076 -1.782
P1 -1.082 3.236 2.663
C4 5.480 -4.377 0.238
F1 4.279 2.407 0.450
H4 -6.563 -0.485 -0.624
H5 -7.466 -2.026 -0.137
C5 -2.621 3.699 -1.019
H6 -4.071 -0.583 3.083
H7 -0.531 4.364 -1.398
H8 -4.725 -3.017 -0.015
O1 -0.983 2.561 4.220
H9 4.915 -3.552 0.683
C6 -0.077 1.800 -2.426
C7 -1.091 0.683 1.330
H10 -5.648 -3.130 -1.610
H11 -3.789 4.932 -2.566
H12 -2.739 2.959 -1.878
O2 -0.584 -0.357 3.869
H13 3.313 -0.877 -2.561
H14 -2.325 5.776 -1.814
C8 -5.283 -2.406 -0.803
C9 2.552 0.542 0.375
H15 -1.913 2.384 4.527
H16 -3.358 3.365 -0.199
H17 -1.166 4.787 0.263
C10 4.087 0.991 0.585
C11 -0.742 0.264 -0.210
H18 0.447 1.002 -3.079
H19 4.039 -4.531 -1.348
H20 -3.644 1.178 2.751
H21 -3.736 -1.871 -2.452
C12 -4.212 -1.428 -1.498
O3 5.195 0.796 -2.625
O4 2.412 1.891 -1.693
H22 -1.184 1.759 -2.758
H23 -4.654 -0.401 -1.801
F2 1.932 0.688 1.671
H24 -2.410 -2.168 -0.377
O5 -1.787 -1.844 2.407
H25 -2.817 1.010 -0.551
H26 5.354 -5.636 2.001
F3 6.398 0.893 -0.156
C13 0.149 1.456 -0.878
O6 0.887 3.204 0.564
H27 6.744 -4.543 1.981
H28 3.747 -5.645 -0.021
F4 2.595 -0.885 0.163
C14 4.534 -5.200 -0.637
H29 -3.541 -1.036 0.609
H30 -2.143 0.013 -2.044
C15 1.764 1.325 -0.769
Cl2 -4.258 5.986 -0.345
C16 5.175 0.137 -0.225
C17 -3.223 5.113 -1.577
C18 6.118 -5.187 1.360
C19 5.236 -6.250 -1.383
F5 4.365 0.735 1.978
C20 -1.119 3.920 -0.505
F6 5.476 -1.128 0.344
O7 4.197 -1.243 -2.294
C21 -0.388 2.625 0.087
N1 -0.892 2.004 1.374
N2 5.785 -7.077 -1.965
H31 0.912 4.169 0.383
H32 -3.356 0.450 4.445
F7 -0.175 -1.030 -0.445
C22 -6.438 -1.513 -0.132
H33 0.266 2.862 -2.722
C23 -3.016 -1.204 -0.404

Atom charges from the Mulliken analysis, given in e for atoms 1 to 8:
1 S 1.42
2 Cl -0.19
3 H 0.28
4 C -0.99
5 H 0.12
6 H 0.35
7 C -0.79
8 C 0.13

- Which of these has the highest net charge?
  C23H32IN2O3P2Ru

- net charge of number 7 (C23H33Cl2F7N2O7PS)?
  +1